Record 1
The following is a quantum chemistry calculation of 2 unconnected molecules or ions with the total composition C27H35N6O3 at a distorted geometry, from OMol25.

XYZ file:
```
71
Properties=species:S:1:pos:R:3:lowdin_charge:R:1
O -6.87 -0.72 5.08 0.077
O 0.22 -0.93 -5.15 0.104
O -5.49 -0.44 6.77 0.083
N -1.66 -0.88 -3.81 -0.038
N -0.73 -0.60 -1.77 0.055
N 0.84 0.72 2.93 0.086
N -5.72 -0.55 5.54 -0.310
N 3.07 1.65 2.66 -0.118
N 2.84 -0.32 3.62 -0.121
C 3.29 -0.18 -3.61 -0.047
C -0.31 -0.81 -4.05 -0.361
C -2.76 -2.07 -1.99 0.018
C -1.53 -0.49 0.51 -0.054
C 0.39 -0.57 -2.71 -0.155
C 4.26 -0.13 3.57 -0.126
C 4.42 1.19 2.84 -0.126
C 1.16 0.75 -2.67 -0.086
C 2.24 -1.41 4.36 -0.035
C -0.52 -0.46 -0.44 0.037
C -1.36 -0.47 1.90 0.028
C 2.14 0.72 3.06 -0.400
C 4.30 0.75 -5.61 -0.072
C 2.29 0.79 -3.66 -0.246
C -2.96 0.45 -2.22 0.016
C -3.32 -0.28 5.11 0.036
C 2.33 1.79 -4.64 -0.036
C -2.61 -1.06 -4.87 0.001
C 2.77 2.92 2.05 -0.036
C -3.84 -0.51 2.35 0.013
C -2.27 -0.22 4.21 0.016
C -4.63 -0.48 4.63 -0.129
C -2.47 -0.39 2.80 -0.169
C 4.28 -0.21 -4.59 -0.065
C 3.32 1.75 -5.63 -0.068
C -2.05 -0.77 -2.41 -0.460
C -4.88 -0.60 3.25 0.028
H 4.71 -0.08 4.58 0.129
H 3.26 -0.93 -2.82 0.113
H 5.04 -0.99 -4.57 0.106
H 2.95 2.92 0.97 0.089
H 1.07 -1.41 -2.51 0.169
H 1.56 2.57 -4.64 0.115
H 3.40 3.70 2.49 0.096
H 4.76 -0.94 3.02 0.126
H 0.53 -0.34 -0.15 0.151
H 2.63 -1.44 5.38 0.096
H -1.26 -0.02 4.57 0.110
H 1.57 0.89 -1.65 0.118
H 4.93 1.04 1.87 0.125
H 1.16 -1.26 4.39 0.067
H -3.34 -0.24 -4.89 0.097
H 3.32 2.50 -6.42 0.109
H 0.48 1.65 2.72 0.050
H -5.90 -0.77 2.91 0.127
H -0.37 -0.58 2.35 0.075
H -2.18 -2.93 -2.34 0.110
H 0.45 1.57 -2.87 0.132
H -3.17 -2.00 -4.76 0.099
H 2.45 -2.37 3.87 0.092
H 5.07 0.72 -6.39 0.109
H -2.49 1.33 -2.68 0.106
H -2.54 -0.52 0.11 0.057
H 1.72 3.16 2.23 0.077
H -2.07 -1.07 -5.82 0.102
H 5.02 1.91 3.41 0.127
H -3.17 -0.20 6.18 0.128
H -4.07 -0.57 1.29 0.109
H -3.92 0.26 -2.72 0.095
H -2.88 -2.13 -0.90 0.075
H -3.15 0.67 -1.17 0.074
H -3.76 -2.09 -2.45 0.097
```

Values from the calculation:
Kohn-Sham gap, eV: 6.3
Largest force on an atom, eV/A: 4.15
Charge: +1
LUMO, eV: -4.961



Record 2
The following is a quantum chemistry calculation of 9 unconnected molecules or ions with the total composition C27H36ClF3NO8 at a distorted geometry, from OMol25.

XYZ file:
```
76
Properties=species:S:1:pos:R:3:lowdin_charge:R:1
Cl -0.62 0.96 -0.48 0.630
F -0.98 3.81 7.14 0.031
F 4.20 0.26 -0.06 0.089
F -8.01 -1.74 -1.18 0.048
O -2.51 0.05 -3.62 -0.129
O -0.10 0.67 -1.80 -0.324
O -0.89 -0.29 0.23 -0.395
O 1.71 2.95 -3.53 -0.120
O 0.32 1.74 0.24 -0.368
O 0.09 -1.88 -3.80 -0.127
O -1.57 3.20 -3.81 -0.114
O -1.87 1.72 -0.56 -0.383
N 2.88 -2.13 -1.39 0.069
C 0.90 3.86 5.71 -0.028
C 2.73 -4.47 0.23 -0.076
C -1.19 2.72 5.08 -0.027
C 3.27 0.15 2.07 -0.003
C -4.77 -3.13 -0.24 -0.077
C -4.00 -1.99 -0.19 -0.090
C -4.57 -0.75 -0.46 -0.057
C 1.44 3.47 4.51 -0.079
C -0.43 3.46 5.95 -0.287
C -6.69 -1.81 -0.88 -0.313
C 4.44 -1.01 3.85 -0.101
C 5.48 -1.25 2.97 -0.100
C 3.26 -0.36 3.40 -0.053
C 2.07 -3.27 0.59 -0.045
C 3.60 -3.26 -1.70 -0.124
C 0.69 2.66 3.59 -0.068
C -3.70 -0.60 -4.04 -0.147
C 4.36 -0.04 1.21 -0.316
C -0.43 -2.53 -2.63 -0.140
C -1.27 4.38 -3.03 -0.152
C -6.11 -3.05 -0.66 -0.025
C 5.43 -0.79 1.64 -0.025
C 2.36 2.77 -2.26 -0.161
C -0.62 2.29 3.90 -0.059
C -5.95 -0.67 -0.73 -0.018
C 3.59 -4.40 -0.86 -0.096
C 2.17 -2.15 -0.25 -0.166
H 4.34 -5.13 -1.12 0.085
H -2.22 2.57 5.37 0.115
H -1.10 1.69 3.14 0.109
H 2.37 1.74 -1.91 0.064
H -6.49 0.23 -0.99 0.114
H -4.39 -4.13 -0.07 0.098
H 1.72 3.91 -3.58 0.048
H 3.35 3.22 -2.31 0.071
H -0.34 4.79 -3.42 0.060
H 2.70 -5.30 0.92 0.092
H -0.49 -3.61 -2.79 0.074
H 6.41 -1.69 3.31 0.093
H -2.64 0.33 -2.72 0.037
H 1.13 2.48 2.62 0.076
H 6.19 -1.01 0.90 0.112
H 2.41 -0.18 4.04 0.095
H -4.03 0.17 -0.33 0.095
H 4.34 -3.13 -2.47 0.091
H 1.59 -1.24 -0.12 0.090
H 0.81 -2.46 -4.05 0.055
H 2.43 3.74 4.18 0.098
H -1.16 4.08 -1.98 0.069
H -2.46 2.93 -3.54 0.057
H 1.74 3.20 -1.48 0.062
H -3.87 -1.48 -3.42 0.064
H -3.63 -0.96 -5.07 0.075
H -4.43 0.21 -3.95 0.075
H -1.34 -2.04 -2.28 0.061
H -2.01 5.18 -3.05 0.064
H 1.44 -3.18 1.47 0.100
H -2.97 -2.12 0.11 0.097
H 4.48 -1.33 4.88 0.089
H 1.43 4.46 6.44 0.108
H 2.39 0.69 1.77 0.090
H -6.76 -3.91 -0.76 0.105
H 0.35 -2.28 -1.91 0.039
```

Values from the calculation:
Kohn-Sham gap, eV: 9.2
Largest force on an atom, eV/A: 2.89
Charge: -1
LUMO, eV: 2.580



Record 3
The following is a quantum chemistry calculation of a molecular structure, C27H36NO2P2Tc at a distorted geometry, from OMol25.

XYZ file:
```
69
Properties=species:S:1:pos:R:3:lowdin_spin:R:1
Tc 0.24 -0.29 -0.66 2.002
P 2.21 0.20 0.26 0.029
P -1.74 -0.16 -1.80 0.059
O -0.40 0.05 -5.21 0.000
O 0.65 -2.11 -4.05 0.000
N 0.29 1.82 -1.23 0.014
C 1.32 -3.20 -0.96 0.039
C -2.58 0.31 3.74 -0.011
C -2.35 -1.46 -2.90 0.015
C 1.19 4.00 -0.87 -0.001
C -0.36 0.36 1.97 0.465
C 2.71 -0.54 1.83 0.015
C -1.53 -0.24 1.66 0.086
C -1.37 0.94 4.14 0.021
C -0.53 2.30 -2.19 0.014
C -2.67 -0.28 2.51 0.031
C 0.96 1.56 3.74 0.011
C -0.70 -4.49 0.45 -0.006
C 1.34 -4.59 -0.82 -0.007
C -0.22 0.98 3.25 0.066
C -0.55 3.66 -2.47 -0.003
C 0.32 4.53 -1.83 0.014
C -1.24 1.51 5.42 0.001
C 1.16 2.64 -0.61 0.013
C 0.29 -2.43 -0.40 -0.001
C 0.33 -5.25 -0.11 0.045
C -3.30 0.27 -0.93 0.010
C -1.44 1.31 -2.87 0.003
C 3.79 0.13 -0.65 -0.003
C 2.00 2.03 0.50 0.012
C 1.06 2.10 5.01 -0.006
C -0.06 2.07 5.87 0.004
C -0.72 -3.11 0.31 0.042
H 1.09 -0.47 -2.01 -0.013
H -3.24 -1.09 -3.41 0.001
H 2.15 -5.17 -1.26 -0.001
H -1.62 -0.72 0.67 0.024
H -2.61 -2.33 -2.27 0.000
H 1.88 -0.49 2.54 0.006
H -3.62 -0.60 -0.33 0.001
H -2.43 1.74 -3.02 0.000
H 4.60 0.59 -0.06 0.000
H 0.52 -3.02 -3.73 0.000
H -1.57 -1.75 -3.62 0.000
H -3.57 -0.77 2.14 0.002
H -1.03 0.96 -3.86 0.000
H -3.43 0.30 4.44 0.001
H 1.84 1.57 3.09 0.001
H 1.47 2.21 1.44 0.004
H 0.34 -6.33 0.01 0.002
H 2.13 -2.69 -1.50 0.001
H -1.54 -2.57 0.78 0.001
H 2.95 -1.60 1.65 0.000
H 4.02 -0.93 -0.82 0.000
H 0.96 -1.60 -3.26 -0.001
H 0.03 2.49 6.88 0.000
H 0.34 5.58 -2.07 0.001
H -3.13 1.11 -0.25 0.000
H -1.51 -4.96 1.02 -0.001
H 1.89 4.61 -0.31 0.000
H 2.01 2.53 5.35 0.000
H 0.28 0.50 -5.74 0.000
H 2.99 2.50 0.55 0.000
H -0.05 -0.85 -5.01 0.000
H -1.28 4.00 -3.20 0.000
H -2.10 1.47 6.07 0.001
H -4.10 0.53 -1.64 0.000
H 3.69 0.64 -1.61 0.000
H 3.60 -0.04 2.24 0.000
```

Values from the calculation:
Kohn-Sham gap (alpha / beta), eV: 8.4 / 6.5
Largest force on an atom, eV/A: 2.83
2S+1: 4
Charge: +1
LUMO (alpha / beta), eV: -2.435 / -4.341
Energy above the lowest of the compared OMol25 structures with the same formula, charge and spin, kcal per mole: 0.0